Record 1
Below is 13 unconnected molecules or ions with the total composition C4H33NO12 at a distorted geometry, with properties calculated with ωB97M-V/def2-TZVPD.

Element x y z (Å)
C1 -1.000 2.709 -0.258
C2 -1.270 1.564 0.656
C3 -0.524 0.458 0.748
N1 -0.654 -0.457 1.808
C4 -0.311 -1.854 1.541
H1 -0.657 3.598 0.300
H2 -0.232 2.482 -1.015
H3 -1.868 3.035 -0.806
H4 -2.094 1.702 1.378
H5 0.307 0.228 0.080
H6 -1.538 -0.352 2.287
H7 -1.007 -2.362 0.857
H8 0.686 -1.944 1.151
H9 -0.338 -2.419 2.479
H10 1.761 0.045 -3.974
H11 1.980 0.330 -2.443
O1 1.361 -0.098 -3.110
H12 2.736 1.884 1.574
H13 3.655 0.665 1.375
O2 3.484 1.564 1.018
H14 -0.931 -2.547 -1.608
H15 -1.896 -1.485 -2.217
O3 -1.874 -2.267 -1.610
H16 -1.548 0.535 -2.064
H17 -0.403 0.044 -2.978
O4 -1.391 0.074 -2.898
H18 0.872 -1.891 -2.680
H19 1.624 -2.370 -1.501
O5 0.844 -2.618 -2.040
H20 -3.813 1.856 -0.423
H21 -4.148 0.424 0.126
O6 -4.312 1.385 0.254
H22 3.254 -0.719 -1.197
H23 3.995 -2.082 -1.181
O7 3.190 -1.651 -0.865
H24 3.219 1.850 -1.949
H25 3.229 1.215 -0.512
O8 3.247 0.991 -1.513
H26 -3.779 0.944 2.317
H27 -3.466 -0.482 1.929
O9 -3.327 0.162 2.663
H28 -2.838 -1.645 -0.274
H29 -4.309 -1.913 0.195
O10 -3.591 -1.276 0.276
H30 1.907 2.267 3.719
H31 0.810 1.641 2.804
O11 1.579 2.224 2.815
H32 3.367 -1.407 0.889
H33 2.542 -0.999 2.086
O12 3.470 -1.037 1.792

Computed properties:
energy above the lowest of the compared OMol25 structures with the same formula, charge and spin: 20.09 kcal/mol
gap between HOMO and LUMO: 0.2890 Eh
spin multiplicity: 1

Atom charges from the Mulliken analysis, given in e for atoms 1 to 2: number 1, C, carries -1.4465; number 2, C, carries -0.1388

=====

Record 2
Below is 13 unconnected molecules or ions with the total composition C4H34NO13 at a distorted geometry, with properties calculated with ωB97M-V/def2-TZVPD.

Element x y z (Å)
O1 -0.014 1.999 -1.806
C1 -1.172 1.962 -1.472
C2 -1.558 1.443 -0.125
C3 -2.830 1.936 0.530
C4 -4.161 1.798 -0.157
N1 -0.305 1.644 0.768
H1 -1.922 2.397 -2.105
H2 -1.756 0.369 -0.183
H3 -2.750 3.189 0.748
H4 -2.829 1.655 1.614
H5 -4.267 2.433 -1.104
H6 -4.251 0.728 -0.452
H7 -5.030 1.991 0.411
H8 0.084 0.800 1.162
H9 -0.474 2.410 1.422
H10 0.446 1.875 0.087
H11 -1.052 -1.915 -3.205
H12 -0.793 -3.091 -2.040
O2 -0.492 -2.089 -2.321
H13 -0.041 -5.234 -0.441
H14 0.033 -3.725 0.159
O3 -0.284 -4.279 -0.523
H15 0.447 4.760 1.168
H16 -0.118 4.480 -0.287
O4 -0.195 4.218 0.718
H17 1.447 1.224 3.730
H18 0.917 0.151 2.682
O5 1.021 0.291 3.637
H19 0.567 -3.644 3.267
H20 -0.825 -3.007 3.729
O6 -0.224 -3.192 2.978
H21 1.645 -3.225 -0.685
H22 2.518 -2.450 0.234
O7 1.579 -2.762 0.072
H23 1.881 1.154 -4.271
H24 0.903 1.500 -3.302
O8 1.834 1.138 -3.336
H25 -1.563 0.255 3.849
H26 -0.742 -0.515 2.668
O9 -1.363 0.244 2.867
H27 2.426 1.982 -0.810
H28 2.983 1.223 0.560
O10 2.527 2.044 0.233
H29 1.776 -1.053 -3.092
H30 1.292 -2.195 -2.063
O11 2.046 -1.687 -2.504
H31 0.460 -1.522 0.537
H32 -0.066 -1.007 -0.826
O12 0.029 -0.700 0.048
H33 3.721 -1.258 -1.231
H34 4.484 -2.750 -0.974
O13 4.010 -1.994 -0.565

Computed properties:
total charge: +1
energy above the lowest of the compared OMol25 structures with the same formula, charge and spin: 88.21 kcal/mol
gap between HOMO and LUMO: 0.3830 Eh
spin multiplicity: 1

Atom charges from the Mulliken analysis, given in e for atoms 1 to 2: number 1, O, carries -0.6114; number 2, C, carries -0.2146

=====

Record 3
Below is 14 unconnected molecules or ions with the total composition C4H34NO14S at a distorted geometry, with properties calculated with ωB97M-V/def2-TZVPD.

Element x y z (Å)
C1 -0.491 1.877 -0.022
C2 -1.430 3.055 0.203
S1 -2.939 2.377 0.940
C3 0.906 2.108 -0.765
N1 1.610 1.095 -1.416
C4 1.838 -0.127 -0.722
O1 1.328 3.307 -0.849
H1 -0.177 1.716 1.091
H2 -0.799 1.011 -0.481
H3 -0.919 3.686 1.089
H4 -1.514 3.874 -0.611
H5 2.408 1.252 -1.964
H6 2.933 -0.366 -0.538
H7 1.206 -0.889 -1.320
H8 1.455 -0.110 0.296
H9 2.893 0.844 1.965
H10 4.457 0.902 1.870
O2 3.692 0.680 1.280
H11 -4.161 0.748 -1.454
H12 -3.820 2.245 -1.873
O3 -4.207 1.436 -2.141
H13 -0.079 -2.788 -3.629
H14 -1.560 -3.091 -3.672
O4 -0.707 -3.411 -3.903
H15 3.927 -1.076 1.688
H16 4.478 -1.723 0.420
O5 3.975 -1.894 1.226
H17 3.474 2.134 0.113
H18 4.231 1.269 -0.732
O6 4.206 2.095 -0.472
H19 0.881 2.023 3.868
H20 0.646 0.637 3.519
O7 0.990 1.410 3.052
H21 -3.822 -0.017 2.831
H22 -2.896 0.639 1.777
O8 -3.563 -0.270 1.998
H23 -3.591 -1.143 -0.729
H24 -4.542 -0.774 0.344
O9 -4.427 -0.809 -0.611
H25 -3.084 0.491 -2.777
H26 -1.671 1.128 -2.476
O10 -2.119 0.317 -2.783
H27 1.220 -2.042 3.483
H28 2.712 -2.057 3.308
O11 2.002 -1.589 3.822
H29 -1.669 -2.797 1.934
H30 -2.161 -1.636 0.871
O12 -1.788 -2.481 1.088
H31 0.697 -0.669 -2.763
H32 -0.711 -0.409 -3.314
O13 -0.004 -1.069 -3.192
H33 0.074 -3.008 0.394
H34 -0.022 -4.394 0.199
O14 0.634 -3.716 0.540

Computed properties:
total charge: -1
energy above the lowest of the compared OMol25 structures with the same formula, charge and spin: 116.17 kcal/mol
gap between HOMO and LUMO: 0.2254 Eh
spin multiplicity: 1

Atom charges from the Mulliken analysis, given in e for atoms 1 to 2: number 1, C, carries -0.0786; number 2, C, carries -0.5091

=====

Record 4
Below is 13 unconnected molecules or ions with the total composition C4H35NO13 at a distorted geometry, with properties calculated with ωB97M-V/def2-TZVPD.

Element x y z (Å)
C1 1.793 -1.286 0.425
N1 0.699 -2.277 0.370
C2 -0.596 -1.569 0.466
C3 -1.757 -2.532 0.371
C4 -2.989 -1.819 0.895
O1 -1.920 -2.931 -1.001
H1 2.002 -1.213 1.479
H2 2.618 -1.711 -0.140
H3 1.635 -0.383 -0.175
H4 0.766 -2.735 -0.546
H5 -0.697 -0.664 -0.142
H6 -0.616 -1.043 1.474
H7 -1.532 -3.377 1.029
H8 -3.930 -2.381 0.680
H9 -3.183 -0.870 0.401
H10 -2.859 -1.568 1.937
H11 -2.376 -3.793 -1.038
H12 -1.131 2.860 1.881
H13 -2.313 2.515 2.849
O2 -1.684 2.135 2.221
H14 3.142 -3.619 -2.708
H15 2.783 -4.078 -1.239
O3 2.741 -3.364 -1.880
H16 -0.318 4.540 0.361
H17 0.232 3.274 0.254
O4 -0.700 3.649 0.224
H18 -0.492 2.076 4.154
H19 0.262 0.677 4.298
O5 0.324 1.637 4.379
H20 1.999 1.798 -2.620
H21 0.675 1.421 -1.799
O6 1.485 1.935 -1.801
H22 2.255 3.724 3.165
H23 2.077 2.189 3.201
O7 2.015 2.942 2.613
H24 0.853 -3.236 4.136
H25 0.548 -2.205 2.852
O8 0.673 -2.373 3.780
H26 -1.789 -1.439 -2.194
H27 -1.878 -0.071 -1.746
O9 -1.768 -0.558 -2.594
H28 2.238 4.085 -0.630
H29 2.419 3.745 1.003
O10 2.009 4.238 0.282
H30 0.694 -2.077 -4.151
H31 -0.613 -1.353 -4.059
O11 0.242 -1.329 -4.544
H32 0.693 1.792 -4.862
H33 1.162 0.401 -4.633
O12 1.499 1.305 -4.658
H34 -3.223 1.748 -0.657
H35 -1.766 1.938 -0.623
O13 -2.399 1.226 -0.739

Computed properties:
energy above the lowest of the compared OMol25 structures with the same formula, charge and spin: 64.85 kcal/mol
gap between HOMO and LUMO: 0.3478 Eh
spin multiplicity: 1

Atom charges from the Mulliken analysis, given in e for atoms 1 to 2: number 1, C, carries -0.6520; number 2, N, carries -0.5398

=====

Number 1: electronic energy -1129.87249 hartree, E_HOMO -7.9 eV. Number 2: electronic energy -1205.33449 hartree, E_HOMO -13.3 eV. Number 3: electronic energy -1679.02850 hartree, E_HOMO -4.2 eV. Number 4: electronic energy -1206.23628 hartree, E_HOMO -9.2 eV.